{
  "formula": "C31H28BeINP",
  "method": "ωB97M-V with the def2-TZVPD basis set",
  "symbols": ["Be", "C", "N", "C", "C", "C", "C", "C", "C", "C", "C", "H", "H", "H", "H", "H", "H", "H", "H", "H", "H", "H", "H", "I", "C", "C", "C", "C", "C", "C", "C", "C", "C", "P", "C", "C", "C", "C", "C", "C", "C", "C", "C", "C", "C", "C", "C", "H", "H", "H", "H", "H", "H", "H", "H", "H", "H", "H", "H", "H", "H", "H", "H"],
  "coordinates": [[0.7822, 1.3650, 0.2851], [-1.0564, 2.9315, -1.0920], [0.1181, 3.0066, -0.2246], [-0.2188, 3.8625, 0.9139], [1.2253, 3.6395, -0.9886], [2.4570, 2.7820, -1.0005], [3.5987, 3.2379, -1.6417], [4.7592, 2.4918, -1.5819], [4.7671, 1.3082, -0.8637], [3.6106, 0.8598, -0.2524], [2.4030, 1.5651, -0.3133], [-1.3629, 3.9247, -1.4316], [-1.8900, 2.4787, -0.5608], [-0.8196, 2.3218, -1.9582], [-0.5258, 4.8558, 0.5765], [0.6432, 3.9697, 1.5688], [-1.0422, 3.4333, 1.4807], [1.4793, 4.6038, -0.5399], [0.9013, 3.8364, -2.0135], [3.5794, 4.1751, -2.1797], [5.6549, 2.8385, -2.0732], [5.6781, 0.7334, -0.7844], [3.6553, -0.0603, 0.3109], [0.6118, 1.1114, 2.8000], [-0.4136, -0.6727, 3.4530], [-0.4419, -0.7522, 4.8238], [-1.0586, -1.8250, 5.4715], [-1.6303, -2.8057, 4.7171], [-1.6057, -2.7534, 3.3076], [-2.2064, -3.8137, 2.5982], [-2.2116, -3.8327, 1.2340], [-1.6233, -2.7754, 0.5465], [-1.0300, -1.7007, 1.1855], [-0.3802, -0.5064, -0.0719], [-1.8906, -0.1905, -1.0335], [-3.1012, -0.0183, -0.3608], [-4.2172, 0.4366, -1.0404], [-4.1462, 0.7074, -2.3984], [-2.9455, 0.5458, -3.0696], [-1.8156, 0.1260, -2.3899], [0.6954, -1.6584, -0.9900], [0.4548, -2.1927, -2.2503], [1.4322, -2.9532, -2.8713], [2.6330, -3.2144, -2.2351], [2.8433, -2.7501, -0.9456], [1.8849, -1.9684, -0.3312], [-0.9872, -1.6561, 2.6110], [0.0172, 0.0209, 5.4198], [-1.0735, -1.8630, 6.5482], [-2.1113, -3.6466, 5.1900], [-2.6601, -4.6131, 3.1622], [-2.6625, -4.6476, 0.6899], [-1.6419, -2.8046, -0.5350], [-3.1693, -0.2353, 0.6963], [-5.1399, 0.5979, -0.5040], [-5.0216, 1.0518, -2.9270], [-2.8774, 0.7748, -4.1204], [-0.8683, 0.0553, -2.9062], [-0.4875, -2.0319, -2.7526], [1.2480, -3.3391, -3.8624], [3.3980, -3.7848, -2.7387], [3.7577, -2.9900, -0.4266], [2.0466, -1.5946, 0.6722]],
  "forces_ev_per_angstrom": [[0.259, 0.227, -0.393], [-0.468, -0.114, -0.304], [0.080, -0.355, 0.189], [-0.198, 0.273, 0.501], [0.595, 0.245, -0.379], [-0.184, -0.203, 0.184], [0.089, 0.022, -0.074], [-0.051, 0.160, -0.062], [0.003, -0.208, 0.072], [-0.141, -0.120, 0.153], [-0.219, 0.105, 0.207], [0.094, 0.036, 0.044], [-0.043, -0.056, 0.021], [-0.030, 0.062, -0.031], [0.064, -0.010, -0.073], [0.066, 0.028, 0.037], [-0.007, -0.069, 0.017], [-0.195, 0.006, -0.034], [-0.120, 0.037, 0.094], [0.040, 0.140, -0.061], [0.094, 0.041, -0.056], [0.073, -0.056, 0.012], [0.070, -0.136, 0.028], [-0.140, -0.564, 0.475], [0.244, 0.542, 0.190], [0.203, 0.367, -0.458], [-0.194, -0.341, -0.149], [0.138, 0.219, 0.214], [0.082, 0.143, -0.060], [0.038, 0.067, -0.274], [-0.096, -0.156, 0.351], [0.194, 0.376, 0.097], [-0.026, 0.084, -0.196], [-0.183, -0.625, -0.150], [0.097, 0.245, -0.084], [0.145, -0.085, -0.034], [-0.051, 0.064, 0.013], [0.015, -0.007, 0.048], [0.023, 0.049, -0.060], [-0.003, -0.210, 0.180], [0.134, 0.256, -0.046], [-0.049, 0.128, 0.107], [-0.012, -0.077, -0.096], [-0.049, -0.001, 0.022], [0.018, -0.039, 0.014], [-0.172, 0.045, -0.071], [-0.188, -0.261, -0.112], [0.046, 0.100, 0.032], [0.002, -0.010, 0.116], [-0.073, -0.133, 0.047], [-0.049, -0.108, 0.088], [-0.042, -0.067, -0.046], [0.016, 0.014, -0.010], [-0.024, -0.023, 0.070], [-0.103, -0.061, 0.031], [-0.071, 0.032, -0.055], [-0.013, 0.011, -0.171], [0.016, 0.029, -0.095], [-0.017, 0.052, -0.048], [-0.002, -0.061, -0.081], [0.053, -0.091, -0.017], [0.122, 0.007, 0.060], [0.099, 0.034, 0.065]],
  "homo_lumo_gap_ha": 0.30476,
  "total_charge": 1
}

---

{
  "formula": "C31H28BrF6NP2PtSb",
  "method": "ωB97M-V with the def2-TZVPD basis set",
  "symbols": ["Pt", "C", "C", "P", "C", "C", "C", "C", "C", "C", "C", "C", "C", "C", "C", "C", "P", "C", "C", "C", "C", "C", "C", "C", "C", "C", "C", "C", "C", "H", "H", "H", "H", "H", "H", "H", "H", "H", "H", "H", "H", "H", "H", "H", "H", "H", "H", "H", "H", "H", "H", "H", "H", "F", "Sb", "F", "F", "F", "F", "F", "Br", "C", "C", "C", "C", "C", "N", "H", "H", "H", "H"],
  "coordinates": [[0.9226, -0.0505, -0.7804], [-1.3200, 0.6928, 1.4776], [-2.2140, -0.4302, 0.9362], [-1.3348, -1.9289, 0.3955], [-0.5309, -1.6321, -1.2054], [0.5949, -2.4711, -1.5139], [1.0890, -2.4851, -2.7904], [0.4519, -1.7471, -3.8267], [-0.6153, -0.9414, -3.5543], [-1.1045, -0.8598, -2.2392], [-2.3912, -3.3262, 0.2906], [-3.1897, -3.6493, 1.4043], [-3.9936, -4.7717, 1.3537], [-3.9894, -5.5827, 0.2202], [-3.1798, -5.2782, -0.8727], [-2.3708, -4.1604, -0.8413], [-0.2781, 1.4751, 0.2188], [0.7710, 2.6674, 1.0256], [1.5018, 2.2973, 2.1596], [2.3389, 3.2258, 2.7597], [2.4493, 4.5110, 2.2312], [1.7241, 4.8741, 1.1030], [0.8850, 3.9532, 0.4941], [-1.3611, 2.3036, -0.9518], [-1.0541, 2.3820, -2.3139], [-1.8794, 3.0949, -3.1713], [-3.0114, 3.7357, -2.6766], [-3.3139, 3.6691, -1.3197], [-2.4906, 2.9589, -0.4562], [-0.6835, 0.3461, 2.2827], [-1.9396, 1.4922, 1.8821], [-2.8437, -0.0750, 0.1151], [-2.8791, -0.7772, 1.7192], [1.0555, -3.0552, -0.7280], [1.9681, -3.0794, -3.0151], [0.8314, -1.8122, -4.8405], [-1.0909, -0.3675, -4.3412], [-1.9616, -0.2305, -2.0269], [-3.1564, -3.0439, 2.3057], [-4.6138, -5.0275, 2.2048], [-4.6167, -6.4687, 0.1922], [-3.1810, -5.9200, -1.7466], [-1.7415, -3.9306, -1.6930], [1.4276, 1.2923, 2.5743], [2.8992, 2.9491, 3.6472], [3.1005, 5.2358, 2.7095], [1.8065, 5.8768, 0.7024], [0.3129, 4.2373, -0.3849], [-0.1741, 1.8912, -2.7014], [-1.6346, 3.1584, -4.2287], [-3.6549, 4.2941, -3.3489], [-4.1893, 4.1773, -0.9282], [-2.7342, 2.9436, 0.6030], [1.1317, -0.8989, 2.0050], [1.0353, -2.4702, 3.1232], [1.0027, -3.4148, 1.4592], [-0.8647, -2.2655, 2.8687], [0.8291, -4.0378, 4.0792], [0.9454, -1.3658, 4.6097], [2.9054, -2.4610, 3.0511], [2.6295, 2.4133, -2.3223], [3.5221, 1.5130, -0.9572], [4.8156, 1.8552, -0.6573], [5.4664, 1.1668, 0.3616], [4.8007, 0.1590, 1.0373], [3.4996, -0.1294, 0.6896], [2.8560, 0.5405, -0.3031], [5.3054, 2.6445, -1.2135], [6.4902, 1.4205, 0.6175], [5.2701, -0.4054, 1.8337], [2.9470, -0.8965, 1.2066]],
  "forces_ev_per_angstrom": [[0.359, -0.953, -0.982], [-0.155, -0.170, -0.220], [0.214, 0.097, -0.055], [-0.001, 0.081, 0.023], [-0.309, -0.477, 0.137], [-0.099, 0.065, 0.065], [0.184, 0.170, -0.358], [0.403, -0.231, 0.010], [-0.185, 0.166, -0.053], [0.188, 0.316, 0.384], [-0.033, -0.031, 0.046], [0.029, 0.002, -0.015], [-0.013, -0.018, -0.004], [-0.027, -0.032, 0.006], [-0.049, -0.078, -0.010], [-0.018, 0.055, 0.077], [0.268, 0.608, 0.330], [-0.126, 0.097, 0.016], [0.091, -0.085, 0.195], [-0.011, -0.033, -0.009], [0.021, -0.028, 0.039], [0.026, -0.001, 0.011], [-0.036, 0.084, -0.067], [0.055, 0.022, -0.055], [-0.183, 0.111, 0.059], [0.008, 0.009, -0.056], [-0.006, -0.001, 0.066], [-0.029, 0.032, -0.059], [-0.139, 0.080, 0.040], [0.112, -0.104, 0.093], [-0.093, 0.048, 0.056], [-0.042, -0.048, -0.032], [-0.139, -0.030, 0.190], [-0.062, -0.124, 0.098], [-0.104, 0.008, -0.030], [0.004, -0.039, 0.096], [0.004, -0.033, 0.083], [0.017, -0.073, -0.036], [-0.001, -0.090, -0.129], [0.050, 0.017, -0.079], [0.088, 0.124, 0.004], [-0.005, 0.063, 0.095], [-0.020, -0.003, 0.032], [-0.001, 0.216, -0.091], [-0.070, 0.040, -0.107], [-0.076, -0.082, -0.050], [-0.006, -0.050, 0.014], [0.079, -0.014, 0.118], [0.061, -0.037, -0.006], [-0.051, -0.006, 0.177], [0.070, -0.065, 0.088], [0.109, -0.063, -0.063], [0.036, 0.007, -0.162], [-0.245, 0.294, -0.015], [0.046, -0.435, -0.248], [-0.058, 0.023, -0.083], [-0.236, 0.048, 0.063], [0.001, -0.134, 0.077], [0.001, 0.252, 0.212], [0.162, -0.016, 0.061], [-0.086, 0.133, -0.240], [-0.351, -0.251, 0.225], [0.439, 0.040, 0.161], [0.113, 0.150, -0.084], [0.025, -0.030, 0.029], [-0.020, 0.151, -0.356], [0.037, 0.281, 0.433], [-0.034, -0.083, 0.059], [-0.116, -0.014, -0.041], [-0.053, 0.037, -0.074], [-0.013, 0.034, -0.094]],
  "homo_lumo_gap_ha": [0.23236, 0.25591],
  "total_charge": 2,
  "relative_energy_kcal_mol": 0.00,
  "multiplicity": 2
}

---

Computed maximum force (eV Å⁻¹) in order:
0.75 1.42